(1)
17
Properties=species:S:1:pos:R:3:forces:R:3:mulliken_charge:R:1 method="wB97M-V/def2-TZVPD" largest_force_ha_per_bohr=0.0117 homo_ha=-0.369 orbital_gap_ev=10.84 smiles="CC[C@@H](O)CC=O"
O -2.66295 -0.21047 1.13826 0.43 -0.42 0.03 -0.5398
O -0.73950 1.36226 0.03444 -0.25 -0.10 -0.01 -0.5931
C 0.17307 0.31276 0.26621 0.30 -0.19 0.09 0.1370
C -1.76590 -0.94082 1.50706 -0.25 0.21 -0.10 0.1178
C 1.06398 0.50148 -2.10508 0.01 0.06 -0.03 -1.2288
C 0.56041 -0.43975 -1.01529 -0.04 -0.05 0.01 -0.4497
C -0.28697 -0.66343 1.37637 -0.02 0.04 -0.06 -0.8025
H -2.02377 -1.88485 2.03053 0.05 0.10 -0.02 0.3545
H -0.29050 -1.02987 -1.38578 0.05 0.12 0.08 0.2730
H 0.22602 -1.62779 1.26675 -0.07 0.15 0.04 0.3794
H -1.63776 1.00935 0.16406 0.21 0.18 -0.01 0.4222
H 1.90048 1.10954 -1.73850 -0.12 -0.10 -0.04 0.3107
H 1.35229 -1.15784 -0.75583 -0.15 0.09 -0.02 0.3104
H 1.41557 -0.05441 -2.98087 -0.09 0.08 0.13 0.3659
H 1.09001 0.80042 0.62470 -0.08 -0.07 -0.03 0.3109
H 0.01103 -0.28488 2.36586 -0.09 -0.02 -0.09 0.3435
H 0.27182 1.18623 -2.41838 0.11 -0.08 0.03 0.2885

(2)
17
Properties=species:S:1:pos:R:3:forces:R:3:mulliken_charge:R:1 method="wB97M-V/def2-TZVPD" largest_force_ha_per_bohr=0.0081 homo_ha=-0.325 orbital_gap_ev=9.43
O 1.74171 1.27920 1.10887 -0.21 0.15 0.11 -0.5281
O -1.01517 1.26864 0.18158 -0.20 0.12 -0.03 -0.5012
C -1.17369 -1.20299 0.46912 -0.03 0.02 0.01 -1.6510
C -0.68762 -0.05693 -0.39406 0.00 -0.17 -0.04 1.1425
C 1.74696 0.00725 0.50051 0.04 -0.39 -0.15 -0.5096
C -1.64529 0.53040 -1.37088 0.27 -0.09 -0.12 -0.6132
C 0.80621 -0.07445 -0.70024 -0.02 0.03 -0.11 -0.7788
H 1.00075 -1.00278 -1.25312 0.00 0.12 0.08 0.3380
H 1.03604 0.76028 -1.37222 -0.04 -0.09 0.06 0.3934
H 0.82345 1.57640 1.15845 0.17 0.03 0.04 0.3742
H -2.24769 -1.10893 0.65394 0.14 0.02 -0.04 0.3893
H -1.01227 -2.14841 -0.06144 -0.01 0.15 0.05 0.3439
H 2.77357 -0.16630 0.15988 -0.15 0.02 0.04 0.3458
H -1.04167 1.11193 -2.08880 -0.06 -0.10 0.05 0.2215
H 1.51523 -0.78852 1.22769 0.03 0.16 -0.08 0.2492
H -0.64394 -1.25633 1.42640 -0.06 0.05 -0.15 0.3486
H -1.97659 1.27153 0.35433 0.14 -0.02 0.27 0.4355

(3)
17
Properties=species:S:1:pos:R:3:forces:R:3:mulliken_charge:R:1 method="wB97M-V/def2-TZVPD" largest_force_ha_per_bohr=0.0190 homo_ha=-0.375 orbital_gap_ev=11.09 smiles="CC(=O)CO.C=C"
O 2.64373 0.37394 0.16582 -0.28 0.11 -0.06 -0.5476
O 0.71253 0.33517 -1.56534 -0.05 -0.16 0.55 -0.6317
C -1.07971 1.79388 0.15812 -0.19 -0.02 0.25 -0.4472
C 1.60448 -0.51318 0.45792 -0.28 0.09 0.18 -0.3992
C -1.82470 1.01244 0.93470 0.13 0.27 -0.12 -0.5483
C 0.57024 -0.45380 -0.64852 0.39 -0.40 -0.70 0.9457
C -0.41252 -1.57637 -0.71369 -0.32 0.31 0.53 -1.3698
H -0.65997 -2.04203 0.25856 0.20 0.34 -0.46 0.3023
H 2.31864 0.81681 -0.64783 0.36 0.00 0.23 0.3845
H -1.47474 0.68804 1.91229 -0.09 0.05 -0.11 0.2739
H 1.03730 -0.24790 1.36982 0.32 0.06 0.03 0.1907
H -0.09057 2.13275 0.46760 -0.24 -0.05 -0.05 0.2434
H 0.21635 -2.24639 -1.27918 -0.20 -0.89 -0.36 0.4297
H -2.81182 0.68017 0.62370 0.14 0.01 0.05 0.2615
H 1.97745 -1.54680 0.61109 -0.21 0.41 -0.23 0.3492
H -1.31272 -1.31761 -1.27722 0.27 -0.06 0.09 0.3347
H -1.41397 2.11090 -0.82784 0.06 -0.06 0.21 0.2283